[1]
Computed, not measured: a structure of composition C62H44BrN9O4PbS, with ωB97M-V/def2-TZVPD.

Properties
Highest occupied orbital energy (alpha / beta), eV: -7.66 / -6.49
Gap between HOMO and LUMO (alpha / beta), eV: 6.74 / 4.64
Electronic energy, Ha: -6347.904947

Element x y z (Å)
1 Pb -0.278 0.906 -0.090
2 O 0.223 3.756 0.480
3 S -1.160 4.012 0.822
4 O -1.785 5.213 0.332
5 N -1.905 2.669 0.431
6 C -3.280 2.508 0.414
7 C -4.220 3.416 0.867
8 C -5.600 3.157 0.778
9 C -6.078 1.995 0.248
10 C -5.158 1.023 -0.206
11 C -5.576 -0.211 -0.754
12 C -4.655 -1.129 -1.159
13 C -3.291 -0.813 -1.015
14 N -2.859 0.320 -0.523
15 C -3.768 1.262 -0.115
16 C -1.233 4.082 2.595
17 C -1.464 5.296 3.225
18 C -1.479 5.346 4.614
19 C -1.259 4.193 5.355
20 C -1.026 2.981 4.714
21 C -1.014 2.921 3.330
22 H -3.885 4.361 1.269
23 H -6.293 3.908 1.137
24 H -7.141 1.802 0.170
25 H -6.638 -0.414 -0.840
26 H -4.946 -2.082 -1.580
27 H -2.534 -1.532 -1.312
28 H -1.633 6.179 2.624
29 H -1.658 6.288 5.117
30 H -1.271 4.238 6.437
31 H -0.852 2.082 5.293
32 H -0.830 1.981 2.820
33 N 5.313 2.393 -9.268
34 C 4.736 2.231 -8.287
35 C 4.013 2.027 -7.054
36 C 3.570 3.123 -6.316
37 C 2.874 2.920 -5.137
38 C 2.606 1.631 -4.675
39 C 3.062 0.547 -5.422
40 C 3.759 0.736 -6.604
41 C 1.837 1.434 -3.408
42 C 0.469 1.763 -3.432
43 C -0.216 2.287 -4.574
44 C -1.516 2.527 -4.196
45 C -1.609 2.126 -2.853
46 N -0.444 1.647 -2.387
47 C 2.580 1.060 -2.265
48 C 4.029 0.693 -2.305
49 C 4.429 0.506 -1.055
50 C 3.246 0.740 -0.161
51 N 2.139 1.053 -1.021
52 H 3.776 4.125 -6.669
53 H 2.525 3.766 -4.557
54 H 2.853 -0.459 -5.077
55 H 4.103 -0.110 -7.184
56 H 0.228 2.457 -5.542
57 H -2.315 2.946 -4.787
58 H -2.487 2.172 -2.228
59 H 4.625 0.617 -3.201
60 H 5.416 0.268 -0.686
61 H 3.012 -0.122 0.475
62 N 0.827 -6.821 -1.597
63 C 0.875 -7.931 -2.414
64 C 1.112 -9.280 -2.160
65 C 1.077 -10.127 -3.249
66 C 0.815 -9.649 -4.546
67 C 0.585 -8.311 -4.786
68 C 0.617 -7.439 -3.697
69 N 0.421 -6.067 -3.654
70 C 0.553 -5.744 -2.400
71 C 0.416 -4.372 -1.885
72 C 0.202 -3.330 -2.783
73 C 0.059 -2.048 -2.291
74 N 0.115 -1.757 -0.985
75 C 0.323 -2.753 -0.130
76 C 0.479 -4.070 -0.531
77 H 0.974 -6.808 -0.604
78 H 1.313 -9.650 -1.163
79 H 1.254 -11.185 -3.103
80 H 0.796 -10.351 -5.370
81 H 0.382 -7.936 -5.781
82 H 0.148 -3.540 -3.842
83 H -0.109 -1.206 -2.958
84 H 0.348 -2.483 0.922
85 H 0.637 -4.832 0.221
86 C 1.607 -0.779 6.113
87 C 0.233 -0.856 6.316
88 C -0.628 -0.914 5.237
89 C -0.125 -0.861 3.918
90 C 1.267 -0.821 3.732
91 C 2.119 -0.782 4.817
92 N -0.957 -0.779 2.829
93 C -2.157 -1.474 2.891
94 C -2.213 -2.810 3.318
95 C -3.398 -3.522 3.227
96 C -4.551 -2.905 2.753
97 C -4.511 -1.567 2.373
98 C -3.326 -0.858 2.427
99 H 2.279 -0.725 6.961
100 H -0.167 -0.873 7.322
101 H -1.700 -0.954 5.384
102 H 1.652 -0.848 2.722
103 H 3.189 -0.738 4.658
104 H -1.308 -3.281 3.683
105 H -3.425 -4.558 3.536
106 H -5.475 -3.463 2.680
107 H -5.411 -1.072 2.027
108 H -3.289 0.190 2.149
109 Br 4.006 6.760 5.373
110 C 3.549 5.383 4.159
111 C 4.288 5.237 2.995
112 C 3.977 4.203 2.127
113 C 2.926 3.342 2.419
114 C 2.177 3.522 3.575
115 C 2.490 4.542 4.459
116 C 2.584 2.182 1.550
117 O 3.554 1.858 0.690
118 O 1.544 1.569 1.629
119 H 5.097 5.919 2.777
120 H 4.545 4.068 1.217
121 H 1.349 2.848 3.773
122 H 1.921 4.680 5.367

[2]
Computed, not measured: a cluster of 14 separate species, C57H129N5O27 in total at a distorted geometry, with ωB97M-V/def2-TZVPD.

Properties
Highest occupied orbital energy, eV: -8.09
Gap between HOMO and LUMO, eV: 8.57
Electronic energy, Ha: -4554.332752

Element x y z (Å)
1 C 4.614 -4.852 -2.790
2 O 4.626 -5.336 -1.396
3 C 4.478 -4.370 -0.515
4 O 4.556 -3.196 -0.794
5 O 4.395 -4.868 0.727
6 C 4.145 -3.891 1.766
7 H 3.698 -4.354 -2.950
8 H 4.697 -5.751 -3.356
9 H 5.531 -4.176 -2.909
10 H 4.808 -3.079 1.613
11 H 4.517 -4.431 2.698
12 H 3.090 -3.733 1.876
13 C 2.150 -8.029 -2.335
14 O 1.994 -6.614 -2.523
15 C 1.399 -5.926 -1.535
16 O 0.754 -6.335 -0.639
17 O 1.523 -4.654 -1.764
18 C 1.093 -3.813 -0.623
19 H 1.952 -8.449 -3.299
20 H 1.383 -8.377 -1.648
21 H 3.180 -8.247 -1.964
22 H 1.178 -4.433 0.271
23 H 0.065 -3.534 -0.727
24 H 1.794 -2.893 -0.646
25 C 1.527 0.731 9.109
26 O 0.541 0.983 8.128
27 C 0.836 2.048 7.337
28 O 1.781 2.779 7.470
29 O -0.190 2.215 6.525
30 C -0.028 3.164 5.458
31 H 2.540 0.933 8.890
32 H 1.429 -0.258 9.476
33 H 1.163 1.357 9.901
34 H 0.710 2.824 4.769
35 H 0.134 4.197 5.812
36 H -0.930 3.057 4.909
37 C -5.106 -0.336 -1.192
38 O -4.370 -1.560 -1.060
39 C -3.946 -2.104 -2.228
40 O -4.309 -1.729 -3.289
41 O -3.216 -3.197 -1.969
42 C -2.634 -3.864 -3.071
43 H -4.735 0.298 -1.989
44 H -5.203 0.181 -0.192
45 H -6.077 -0.618 -1.557
46 H -2.261 -3.113 -3.763
47 H -3.438 -4.490 -3.451
48 H -1.828 -4.522 -2.710
49 C -4.064 3.577 -1.361
50 O -5.215 3.727 -0.513
51 C -5.234 3.247 0.695
52 O -4.312 2.640 1.234
53 O -6.435 3.380 1.148
54 C -6.570 3.289 2.552
55 H -4.398 3.219 -2.350
56 H -3.421 2.801 -0.900
57 H -3.521 4.515 -1.406
58 H -7.601 3.348 2.819
59 H -5.972 4.089 2.968
60 H -6.254 2.338 2.887
61 C -1.150 4.081 0.872
62 O -2.346 4.955 0.782
63 C -3.169 5.010 1.855
64 O -4.146 5.705 1.803
65 O -2.667 4.383 2.915
66 C -3.378 4.138 4.143
67 H -0.686 4.372 -0.031
68 H -1.429 3.025 0.856
69 H -0.484 4.263 1.706
70 H -3.443 3.083 4.301
71 H -4.385 4.543 4.107
72 H -2.815 4.605 4.973
73 C -2.762 0.301 7.033
74 O -3.896 -0.613 7.023
75 C -4.824 -0.263 6.120
76 O -4.738 0.711 5.357
77 O -5.815 -1.182 6.126
78 C -6.948 -0.864 5.297
79 H -2.964 1.081 7.828
80 H -2.742 0.769 6.072
81 H -1.873 -0.247 7.280
82 H -6.515 -0.420 4.362
83 H -7.726 -0.286 5.825
84 H -7.397 -1.798 5.038
85 C 2.013 2.708 -1.559
86 O 2.946 3.826 -1.863
87 C 3.022 4.683 -0.780
88 O 2.292 4.657 0.166
89 O 3.955 5.562 -1.116
90 C 4.374 6.436 -0.105
91 H 2.418 2.229 -0.684
92 H 1.991 2.053 -2.448
93 H 1.005 3.045 -1.424
94 H 4.868 7.317 -0.524
95 H 5.040 5.944 0.636
96 H 3.565 6.791 0.528
97 C 3.698 -0.349 4.780
98 O 2.324 -0.511 5.207
99 C 1.750 -1.564 4.770
100 O 2.316 -2.409 4.095
101 O 0.546 -1.654 5.271
102 C -0.045 -2.921 4.976
103 H 3.877 0.711 4.678
104 H 3.914 -0.781 3.847
105 H 4.347 -0.783 5.526
106 H -0.997 -2.938 5.435
107 H 0.464 -3.748 5.472
108 H -0.215 -3.069 3.878
109 C 7.172 3.114 -2.572
110 C 6.969 1.672 -3.051
111 N 7.244 0.709 -1.966
112 C 6.403 0.945 -0.778
113 C 4.854 1.042 -1.130
114 C 7.087 -0.678 -2.526
115 C 8.097 -1.068 -3.634
116 H 7.128 3.770 -3.417
117 H 8.079 3.156 -2.038
118 H 6.369 3.342 -1.866
119 H 5.891 1.680 -3.330
120 H 7.498 1.384 -4.014
121 H 6.596 0.170 -0.003
122 H 6.708 1.885 -0.352
123 H 4.652 1.842 -1.803
124 H 4.371 0.079 -1.494
125 H 4.281 1.161 -0.206
126 H 6.071 -0.803 -2.870
127 H 7.324 -1.394 -1.723
128 H 8.118 -2.182 -3.779
129 H 9.107 -0.735 -3.457
130 H 7.813 -0.698 -4.617
131 C -2.761 0.851 -5.020
132 C -2.920 2.192 -4.340
133 N -2.313 3.305 -4.982
134 C -0.928 3.145 -5.324
135 C -0.266 4.519 -5.403
136 C -3.197 3.780 -6.013
137 C -4.286 4.740 -5.519
138 H -3.255 0.029 -4.556
139 H -1.702 0.602 -4.959
140 H -3.097 0.775 -6.029
141 H -3.948 2.423 -4.226
142 H -2.473 2.118 -3.311
143 H -0.781 2.571 -6.297
144 H -0.387 2.593 -4.581
145 H -0.483 5.049 -4.452
146 H -0.726 5.138 -6.132
147 H 0.839 4.521 -5.542
148 H -2.580 4.260 -6.731
149 H -3.643 2.959 -6.632
150 H -4.939 4.325 -4.715
151 H -3.827 5.706 -5.198
152 H -4.913 5.062 -6.386
153 C -1.504 0.511 -1.166
154 C -1.506 -0.397 0.075
155 N -0.627 0.033 1.167
156 C -1.113 -0.339 2.458
157 C -2.463 0.308 2.782
158 C 0.730 -0.450 0.930
159 C 1.819 0.223 1.704
160 H -2.053 1.468 -1.038
161 H -1.983 -0.091 -1.950
162 H -0.506 0.708 -1.494
163 H -2.509 -0.575 0.481
164 H -1.100 -1.375 -0.331
165 H -1.177 -1.404 2.593
166 H -0.470 -0.016 3.266
167 H -2.273 1.400 2.780
168 H -3.252 0.232 1.976
169 H -2.828 -0.021 3.775
170 H 1.051 -0.295 -0.101
171 H 0.632 -1.564 1.010
172 H 1.634 1.279 1.846
173 H 2.822 -0.107 1.296
174 H 1.823 -0.160 2.737
175 C -5.522 -1.861 2.417
176 C -4.791 -3.094 1.798
177 N -3.872 -3.682 2.756
178 C -4.605 -4.187 3.951
179 C -3.768 -4.300 5.188
180 C -3.092 -4.750 2.153
181 C -1.980 -4.165 1.182
182 H -6.586 -1.983 2.570
183 H -5.440 -0.985 1.725
184 H -5.048 -1.552 3.369
185 H -5.527 -3.875 1.530
186 H -4.146 -2.900 0.944
187 H -5.463 -3.553 4.141
188 H -5.067 -5.200 3.799
189 H -4.162 -5.099 5.848
190 H -2.758 -4.634 4.898
191 H -3.790 -3.356 5.765
192 H -3.793 -5.496 1.609
193 H -2.649 -5.298 2.968
194 H -2.299 -3.873 0.186
195 H -1.275 -4.953 0.892
196 H -1.469 -3.328 1.563
197 C 4.611 -1.502 -6.911
198 C 3.737 -1.532 -5.650
199 N 2.741 -0.516 -5.633
200 C 3.290 0.799 -5.461
201 C 2.329 1.983 -5.596
202 C 1.555 -0.801 -4.732
203 C 1.893 -0.806 -3.225
204 H 5.192 -2.417 -6.985
205 H 5.215 -0.634 -6.962
206 H 3.930 -1.480 -7.785
207 H 3.268 -2.525 -5.530
208 H 4.476 -1.441 -4.762
209 H 3.928 0.783 -4.570
210 H 4.083 0.884 -6.229
211 H 1.871 2.074 -4.624
212 H 2.914 2.857 -5.834
213 H 1.600 1.713 -6.327
214 H 1.163 -1.790 -4.993
215 H 0.819 -0.049 -4.835
216 H 2.272 0.160 -2.933
217 H 2.685 -1.461 -2.885
218 H 0.946 -0.990 -2.641

[3]
Computed, not measured: the ion C5H9N2 with charge +1 at a distorted geometry, with ωB97M-V/def2-TZVPD.

Properties
Highest occupied orbital energy (alpha / beta), eV: -12.56 / -13.93
Net charge: +1
Gap between HOMO and LUMO (alpha / beta), eV: 7.89 / 7.72
Multiplicity: 3
Electronic energy, Ha: -304.983975

Element x y z (Å)
1 C -0.499 1.148 -0.098
2 C -1.159 -0.096 0.088
3 C 1.619 0.154 0.170
4 C -2.650 -0.069 0.156
5 C 2.829 -0.588 -0.121
6 N 0.824 1.130 -0.081
7 N -0.540 -1.201 0.156
8 H -1.057 2.058 -0.349
9 H -3.069 0.114 -0.885
10 H -3.198 -0.981 0.527
11 H -3.022 0.789 0.835
12 H 2.734 -1.117 -1.147
13 H 3.792 0.102 -0.420
14 H 3.074 -1.277 0.754
15 H 1.214 2.005 -0.096
16 H -0.891 -2.171 0.512

[4]
Computed, not measured: a structure of composition C30H78AsF6KN6O7 at a distorted geometry, with ωB97M-V/def2-TZVPD.

Properties
Highest occupied orbital energy, eV: -7.26
Gap between HOMO and LUMO, eV: 6.44
Electronic energy, Ha: -5479.709047

Element x y z (Å)
1 K 3.128 0.710 1.010
2 As -0.471 0.584 1.582
3 F -1.947 -0.098 0.726
4 F -1.614 1.433 2.726
5 F 0.985 1.257 2.411
6 F 0.711 -0.205 0.491
7 F -0.456 1.948 0.483
8 F -0.381 -0.738 2.782
9 C 1.465 -5.036 -6.253
10 C 1.048 -4.684 -4.845
11 C 2.299 -5.145 -4.024
12 C 2.314 -4.589 -2.671
13 C 2.303 -3.083 -2.816
14 C 1.158 -2.484 -3.534
15 N 0.929 -3.213 -4.780
16 O 0.056 -2.629 -5.773
17 C -0.029 -2.383 -2.599
18 C 1.640 -1.016 -4.014
19 C -0.153 -5.484 -4.505
20 H 1.564 -6.080 -6.553
21 H 2.260 -4.333 -6.501
22 H 0.799 -4.671 -7.035
23 H 2.332 -6.225 -3.878
24 H 3.261 -5.019 -4.521
25 H 3.069 -5.063 -2.043
26 H 1.409 -4.867 -2.131
27 H 3.318 -2.867 -3.150
28 H 2.215 -2.746 -1.783
29 H 0.050 -1.604 -1.841
30 H -1.013 -2.271 -3.055
31 H -0.077 -3.300 -2.011
32 H 2.600 -1.102 -4.523
33 H 0.999 -0.636 -4.808
34 H 1.705 -0.344 -3.158
35 H 0.014 -6.553 -4.373
36 H -1.048 -5.342 -5.110
37 H -0.467 -5.185 -3.505
38 H -0.842 -2.844 -5.513
39 C 2.856 -3.308 1.733
40 O 2.338 -2.125 2.293
41 H 2.718 -4.170 2.385
42 H 2.379 -3.528 0.778
43 H 3.906 -3.243 1.446
44 H 1.492 -2.221 2.737
45 C 1.999 1.567 6.081
46 C 3.387 1.915 5.529
47 C 4.533 0.987 6.019
48 O 4.304 0.467 7.281
49 C 5.534 -0.023 7.802
50 N 3.528 2.088 4.029
51 H 1.124 2.104 5.713
52 H 2.009 1.675 7.165
53 H 1.853 0.512 5.848
54 H 3.471 2.944 5.878
55 H 5.489 1.463 5.798
56 H 4.460 0.081 5.416
57 H 5.254 -0.565 8.706
58 H 6.079 0.865 8.122
59 H 5.978 -0.838 7.232
60 H 2.596 2.391 3.788
61 H 4.186 2.817 3.791
62 C -0.866 4.929 3.927
63 C -1.862 4.911 2.718
64 C -3.352 5.057 3.209
65 O -4.329 5.075 2.061
66 C -5.657 5.027 2.490
67 N -1.416 5.777 1.619
68 H -1.119 4.060 4.534
69 H -1.057 5.824 4.519
70 H 0.156 4.949 3.548
71 H -1.931 3.904 2.308
72 H -3.541 5.944 3.814
73 H -3.678 4.316 3.939
74 H -6.005 5.953 2.949
75 H -5.732 4.260 3.260
76 H -6.453 4.694 1.824
77 H -0.457 5.479 1.508
78 H -1.128 6.679 1.970
79 C -4.579 2.127 0.678
80 C -3.464 2.693 -0.225
81 C -3.579 2.142 -1.723
82 O -2.411 2.616 -2.363
83 C -1.952 1.730 -3.365
84 N -3.756 4.154 -0.190
85 H -4.298 2.432 1.686
86 H -4.410 1.051 0.706
87 H -5.601 2.405 0.420
88 H -2.567 2.533 0.373
89 H -4.482 2.458 -2.246
90 H -3.549 1.058 -1.620
91 H -1.135 2.069 -4.001
92 H -2.766 1.471 -4.042
93 H -1.822 0.723 -2.968
94 H -4.192 4.033 0.714
95 H -4.596 4.156 -0.751
96 C 0.843 3.256 -1.932
97 C 0.116 4.612 -1.795
98 C -0.416 5.134 -3.249
99 O -1.022 6.468 -3.162
100 C -1.199 7.082 -4.502
101 N -1.101 4.408 -0.933
102 H 1.742 3.465 -2.510
103 H 0.254 2.585 -2.557
104 H 1.119 2.801 -0.980
105 H 0.737 5.389 -1.349
106 H -1.093 4.342 -3.571
107 H 0.441 5.168 -3.921
108 H -1.319 6.356 -5.306
109 H -0.246 7.513 -4.810
110 H -1.996 7.825 -4.479
111 H -1.538 3.695 -1.500
112 H -0.661 3.729 -0.329
113 C 1.020 -7.573 -0.250
114 C 0.144 -7.314 0.990
115 C -0.556 -6.004 0.968
116 O 0.207 -4.856 0.574
117 C -0.520 -3.666 0.528
118 N -0.803 -8.464 0.914
119 H 1.750 -8.361 -0.061
120 H 1.628 -6.729 -0.575
121 H 0.363 -7.826 -1.082
122 H 0.803 -7.276 1.857
123 H -1.199 -5.815 1.828
124 H -1.402 -5.937 0.284
125 H -1.149 -3.480 -0.342
126 H 0.072 -2.751 0.550
127 H -1.235 -3.552 1.343
128 H -1.541 -8.322 1.589
129 H -1.263 -8.537 0.018

[5]
Computed, not measured: a structure of composition C4H4AlO6 at a distorted geometry, with ωB97M-V/def2-TZVPD.

Properties
Highest occupied orbital energy (alpha / beta), eV: -19.76 / -19.76
Net charge: +2
Gap between HOMO and LUMO (alpha / beta), eV: 6.86 / 6.57
Multiplicity: 2
Electronic energy, Ha: -847.893288

Element x y z (Å)
1 O -1.980 -0.390 0.533
2 C -2.094 0.794 0.047
3 O -1.411 1.784 0.322
4 O -2.666 0.759 -1.121
5 Al 0.419 2.061 0.311
6 O 3.015 -0.161 -0.856
7 C 2.283 0.672 -0.372
8 C -0.730 -1.084 0.782
9 O 2.474 1.899 -0.110
10 O 0.911 0.416 -0.277
11 C 0.241 -0.973 -0.370
12 H -1.023 -2.127 0.932
13 H -0.335 -0.689 1.724
14 H -0.172 -1.286 -1.336
15 H 1.069 -1.675 -0.209